Record 1
3 unconnected molecules or ions with the total composition C15H21IN4O4S at a distorted geometry, computed with ωB97M-V with the def2-TZVPD basis set.

The value obtained for the calculated total energy is -48980.8203 eV. For the frontier orbital gap, the calculation gives 7.76 eV. As for the SMILES: CS(=O)(=O)c1cnc2cc(I)ccc2n1.CN(C)C=O.CN(C)C=O. For the HOMO energy, the calculation gives -8.745 eV.

Each line ends with the Löwdin charge.
Cartesian coordinates (Å):
1 C -1.1738 -3.4457 -0.4685  -0.137
2 S -0.1052 -3.0360 0.9381  0.652
3 O 1.2586 -3.3560 0.5938  -0.324
4 O -0.5975 -3.7606 2.0833  -0.326
5 C -0.2920 -1.2403 1.1216  -0.294
6 C -0.1031 -0.6247 2.3962  -0.079
7 N -0.2463 0.6599 2.6491  0.158
8 C -0.6075 1.3363 1.5168  -0.203
9 C -0.8362 2.7491 1.6239  -0.086
10 C -1.2083 3.5078 0.5510  -0.670
11 I -1.5864 5.5843 0.7449  0.876
12 C -1.3521 2.9161 -0.7567  -0.116
13 C -1.1318 1.5735 -0.8737  -0.009
14 C -0.7650 0.7547 0.2405  -0.200
15 N -0.6004 -0.5815 0.0308  0.156
16 H -2.0962 -2.8606 -0.3053  0.068
17 H -0.7177 -3.0101 -1.3716  0.067
18 H -1.3480 -4.5237 -0.5348  0.076
19 H 0.1702 -1.2761 3.2378  0.128
20 H -0.7126 3.2599 2.5846  0.105
21 H -1.6341 3.4768 -1.6436  0.069
22 H -1.2449 1.0842 -1.8459  0.120
23 C 1.7052 -5.7541 2.9731  -0.056
24 N 2.5145 -5.6694 4.1769  -0.197
25 C 3.9157 -5.3103 4.0598  -0.044
26 C 2.0078 -5.9129 5.4013  -0.361
27 O 2.6362 -5.8569 6.4422  0.002
28 H 2.1334 -6.5078 2.3068  0.093
29 H 1.7037 -4.7892 2.4737  0.051
30 H 0.6807 -6.0311 3.2129  0.082
31 H 4.5328 -6.1126 4.4681  0.091
32 H 4.1082 -4.4019 4.6328  0.091
33 H 4.1739 -5.1454 3.0160  0.086
34 H 0.9368 -6.1765 5.3806  0.131
35 C -2.0582 5.6970 -6.1647  -0.056
36 N -1.2505 5.6649 -4.9606  -0.199
37 C 0.1572 6.0185 -5.0435  -0.036
38 C -1.7616 5.3181 -3.7655  -0.340
39 O -1.1314 5.2740 -2.7227  -0.048
40 H -1.6430 5.0036 -6.8988  0.090
41 H -2.0520 6.7071 -6.5791  0.091
42 H -3.0850 5.4095 -5.9459  0.083
43 H 0.7640 5.1763 -4.7086  0.094
44 H 0.3574 6.8692 -4.3909  0.095
45 H 0.4198 6.2737 -6.0675  0.087
46 H -2.8354 5.0688 -3.8088  0.139


Record 2
A molecular structure, C8H9CaN2O5S at a distorted geometry, computed with ωB97M-V with the def2-TZVPD basis set.

The value obtained for the calculated total energy is -50924.0908 eV. Its relative energy (zero: lowest compared OMol25 entry of this formula, charge and spin) is 6.1 kcal/mol. For the frontier orbital gap (spin up / spin down), the calculation gives 5.49 / 5.49 eV. For the HOMO energy (spin up / spin down), the calculation gives -9.347 / -9.347 eV. Its net charge is +1.

Each line ends with the Löwdin charge.
Cartesian coordinates (Å):
1 O 7.2188 0.4127 -0.3847  0.110
2 C 6.1828 0.6999 -0.2028  -0.024
3 Ca 2.8807 -0.0037 -0.2409  0.834
4 C 1.0612 -1.8209 0.8010  -0.073
5 O 0.2475 -2.5465 1.1320  0.089
6 C 2.2086 2.1537 0.9575  -0.454
7 O 1.7353 3.0791 1.4885  0.004
8 C 2.7092 1.3319 -2.4544  -0.065
9 O 2.2848 1.7745 -3.4221  0.103
10 C 3.0612 0.1907 2.5357  -0.079
11 O 3.0185 0.2731 3.6534  0.121
12 H 3.3388 1.9607 0.4820  -0.059
13 C -2.7115 -1.9764 -1.1689  -0.067
14 N -2.2948 -0.5741 -1.4741  -0.085
15 C -1.4883 0.0696 -0.5617  -0.676
16 S 0.2433 0.4972 -0.8976  0.514
17 N -2.1399 0.4673 0.5730  0.007
18 C -3.5541 0.0901 0.8863  -0.040
19 H -2.8249 -2.0449 -0.0650  0.077
20 H -1.9645 -2.7401 -1.4990  0.095
21 H -3.6779 -2.1517 -1.6786  0.098
22 H -2.1094 -0.3709 -2.4718  0.145
23 H -1.6990 1.1939 1.1399  0.147
24 H -3.6171 -0.7019 1.6684  0.103
25 H -4.1068 0.9767 1.2561  0.102
26 H -4.0026 -0.2400 -0.0524  0.073


Record 3
2 unconnected molecules or ions with the total composition C7H9NO4 at a distorted geometry, computed with ωB97M-V with the def2-TZVPD basis set.

The value obtained for the calculated total energy is -17080.9763 eV. Its relative energy (zero: lowest compared OMol25 entry of this formula, charge and spin) is 82.9 kcal/mol. For the frontier orbital gap (spin up / spin down), the calculation gives 8.12 / 8.12 eV. For the HOMO energy (spin up / spin down), the calculation gives -8.331 / -8.331 eV.

Each line ends with the Löwdin charge.
Cartesian coordinates (Å):
1 C -2.3328 0.0308 0.6379  -0.076
2 C -2.1332 1.3010 0.0715  -0.021
3 C -1.5352 -0.8328 -0.0207  -0.048
4 C -1.0760 1.1697 -0.8347  -0.346
5 C -0.2882 2.2527 -1.3830  -0.064
6 C 1.7326 -2.6301 0.1637  -0.064
7 C 1.7358 -0.4647 0.7555  -0.667
8 N 2.0324 0.7881 0.2671  0.176
9 O -0.7712 3.4075 -1.5779  0.079
10 O 1.8216 -0.7009 1.9492  0.062
11 O -0.8003 -0.1013 -0.9540  0.012
12 O 1.5236 -1.2930 -0.2573  -0.046
13 H -3.2310 -0.1873 1.2804  0.133
14 H -2.5996 2.2814 0.4813  0.147
15 H -1.4106 -1.9243 -0.1630  0.147
16 H 1.3160 -3.3699 -0.6404  0.126
17 H 1.1700 -2.8628 0.9865  0.050
18 H 2.8048 -2.8651 0.2481  0.106
19 H 1.7201 1.0639 -0.6076  0.019
20 H 2.0510 1.4738 1.1174  0.169
21 H -1.7298 3.4633 -1.5202  0.106


Record 4
A single C2H7FN4 molecule at a distorted geometry, computed with ωB97M-V with the def2-TZVPD basis set.

The value obtained for the calculated total energy is -10863.3494 eV. Its relative energy (zero: lowest compared OMol25 entry of this formula, charge and spin) is 0.0 kcal/mol. For the frontier orbital gap, the calculation gives 8.84 eV. As for the SMILES: N/N=C(/CF)NN. For the HOMO energy, the calculation gives -7.994 eV.

Each line ends with the Löwdin charge.
Cartesian coordinates (Å):
1 N -1.5132 -0.5170 -1.4164  -0.021
2 N -1.4644 0.1327 -0.2032  -0.007
3 C -0.3569 0.0472 0.4425  -0.374
4 C -0.3881 0.5244 1.8659  -0.162
5 F 0.7766 1.2061 2.1508  -0.059
6 N 0.8700 -0.4771 -0.0055  -0.057
7 N 1.2990 -0.1992 -1.3415  0.002
8 H -0.6296 -0.4923 -1.9572  0.052
9 H -2.2709 -0.1663 -1.9974  0.071
10 H -0.4574 -0.3017 2.6147  0.126
11 H -1.2739 1.1627 1.9994  0.118
12 H 1.5892 -0.5553 0.7112  0.125
13 H 1.8926 0.6258 -1.2734  0.086
14 H 1.9271 -0.9900 -1.5899  0.102


Record 5
4 unconnected molecules or ions with the total composition C27H60ClN3 at a distorted geometry, computed with ωB97M-V with the def2-TZVPD basis set.

The value obtained for the calculated total energy is -45948.6258 eV. Its relative energy (zero: lowest compared OMol25 entry of this formula, charge and spin) is 97.7 kcal/mol. For the frontier orbital gap, the calculation gives 6.09 eV. For the HOMO energy, the calculation gives -10.168 eV. Its net charge is +2.

Each line ends with the Löwdin charge.
Cartesian coordinates (Å):
1 C -26.1976 12.5005 -16.0416  -0.068
2 C -27.4447 11.9422 -15.2801  -0.193
3 C -27.0517 10.7214 -14.3374  -0.128
4 N -28.2330 9.9555 -13.7792  -0.249
5 C -29.0428 10.9646 -12.9624  -0.115
6 C -29.8565 10.2499 -11.8614  -0.133
7 C -29.1239 9.1025 -11.0702  -0.159
8 C -28.6537 7.9878 -12.0714  -0.134
9 C -27.6253 8.7116 -13.0343  -0.065
10 C -29.1968 9.3811 -14.8727  0.048
11 H -25.4843 12.8422 -15.2915  0.077
12 H -26.5350 13.2014 -16.8051  0.084
13 H -25.6805 11.6459 -16.4780  0.079
14 H -28.1359 11.5444 -16.0231  0.099
15 H -27.9619 12.7054 -14.6985  0.100
16 H -26.4622 11.0226 -13.4715  0.129
17 H -26.4377 9.9692 -14.8327  0.129
18 H -28.3847 11.7502 -12.5911  0.129
19 H -29.6332 11.5564 -13.6619  0.123
20 H -30.2709 11.0042 -11.1926  0.119
21 H -30.7421 9.8210 -12.3304  0.113
22 H -28.3188 9.5062 -10.4563  0.112
23 H -29.7416 8.5670 -10.3492  0.111
24 H -28.1129 7.2727 -11.4515  0.106
25 H -29.4226 7.4779 -12.6518  0.106
26 H -26.8842 9.2233 -12.4203  0.122
27 H -27.2768 8.1437 -13.8969  0.130
28 H -28.5696 9.0979 -15.7180  0.114
29 H -29.8524 10.1920 -15.1897  0.099
30 H -29.7988 8.5247 -14.5690  0.099
31 C -22.6791 8.1205 -11.7975  -0.082
32 C -22.6564 6.7214 -12.3048  -0.253
33 C -22.6618 5.6588 -11.2118  -0.104
34 N -22.9415 4.1813 -11.6669  -0.246
35 C -21.9803 3.7053 -12.7373  -0.069
36 C -20.5032 3.5890 -12.1479  -0.119
37 C -20.4599 2.7536 -10.8254  -0.170
38 C -21.5335 3.0847 -9.7739  -0.173
39 C -22.9332 3.2616 -10.3544  -0.067
40 C -24.4121 4.1116 -12.1390  0.020
41 H -23.3163 8.2374 -10.9209  0.077
42 H -23.2207 8.7116 -12.5359  0.083
43 H -21.6804 8.4956 -11.5738  0.092
44 H -21.8243 6.5190 -12.9791  0.119
45 H -23.4519 6.5100 -13.0193  0.105
46 H -23.3862 5.8489 -10.4198  0.130
47 H -21.6389 5.6643 -10.8352  0.124
48 H -22.2859 4.4067 -13.5137  0.123
49 H -22.2744 2.7027 -13.0479  0.132
50 H -19.9870 4.5245 -11.9327  0.107
51 H -19.8685 3.1082 -12.8923  0.114
52 H -19.4661 2.6992 -10.3811  0.124
53 H -20.7632 1.7437 -11.1014  0.109
54 H -21.1740 3.9356 -9.1952  0.114
55 H -21.5365 2.2704 -9.0492  0.126
56 H -23.6375 3.7277 -9.6654  0.130
57 H -23.3578 2.3454 -10.7648  0.124
58 H -24.4253 4.4340 -13.1801  0.100
59 H -25.0688 4.7053 -11.5031  0.111
60 H -24.6934 3.0619 -12.2239  0.101
61 C -19.9898 -0.7634 -18.0033  -0.086
62 C -21.2936 -0.7451 -18.8430  -0.196
63 C -22.1399 0.5690 -18.5271  -0.087
64 N -23.6115 0.5650 -19.0588  -0.246
65 C -24.2694 1.9873 -19.1019  -0.051
66 C -23.6633 2.8471 -20.2458  -0.119
67 C -23.4584 2.1239 -21.6220  -0.183
68 C -22.9833 0.6902 -21.5031  -0.157
69 C -23.7838 -0.1406 -20.4378  -0.093
70 C -24.4253 -0.4145 -18.1766  0.012
71 H -20.1556 -0.7087 -16.9274  0.076
72 H -19.3119 0.0413 -18.2879  0.078
73 H -19.4212 -1.6552 -18.2669  0.081
74 H -21.9454 -1.5797 -18.5850  0.093
75 H -21.0107 -0.7965 -19.8944  0.105
76 H -21.5442 1.4151 -18.8695  0.125
77 H -22.3807 0.8418 -17.4997  0.120
78 H -23.9427 2.4553 -18.1733  0.127
79 H -25.3381 1.7742 -19.0791  0.133
80 H -22.6629 3.2233 -20.0319  0.113
81 H -24.3361 3.6853 -20.4268  0.127
82 H -22.6785 2.6492 -22.1732  0.116
83 H -24.3001 2.2456 -22.3037  0.115
84 H -21.9419 0.7118 -21.1818  0.098
85 H -23.0114 0.1859 -22.4691  0.126
86 H -23.4330 -1.1726 -20.4428  0.124
87 H -24.8526 -0.1971 -20.6440  0.131
88 H -24.0094 -1.3951 -17.9450  0.110
89 H -25.4392 -0.3497 -18.5714  0.102
90 H -24.5305 0.1893 -17.2752  0.097
91 Cl -24.5195 6.9477 -17.2560  -0.964


Among the records above, which one has the lowest calculated total energy? C8H9CaN2O5S


Which of these has the highest calculated total energy? C2H7FN4


Among the records above, which one has the highest calculated total energy? C2H7FN4